Record 1
Computed, not measured: a cluster of 3 separate species, C31H27F16INO4PS in total, with ωB97M-V/def2-TZVPD.

Cartesian coordinates (Å):
1 C -1.1089 -2.9005 -0.1868
2 C -2.2877 -3.3997 -0.5167
3 C -3.3341 -2.4349 -0.9159
4 C -4.4612 -2.1845 -0.1685
5 C -5.3690 -1.2661 -0.5547
6 C -5.2019 -0.5493 -1.7004
7 C -4.0910 -0.7861 -2.4357
8 C -3.1593 -1.7235 -2.0860
9 C -1.9890 -1.8699 -3.0292
10 O -1.5636 -2.9186 -3.4420
11 C -1.4422 -0.5231 -3.4608
12 C -0.1039 -0.2794 -3.5017
13 C 0.2843 0.9913 -3.8588
14 P 2.1023 1.2284 -3.9279
15 S 3.0756 0.7334 -2.3019
16 C -0.6177 1.9823 -4.1200
17 C -0.0362 3.3453 -4.4371
18 C 0.6892 3.3992 -5.7707
19 N 0.2910 2.8768 -6.8473
20 C -1.9946 1.7363 -4.0808
21 C -2.8606 2.9631 -4.3427
22 I -4.8587 2.8098 -5.0614
23 C -2.7555 3.8752 -3.0416
24 C -4.0600 4.3466 -2.4150
25 C -2.3575 0.4463 -3.7738
26 C -3.7700 -0.0657 -3.7137
27 O -4.5571 -0.1534 -4.6213
28 H -1.1156 -1.9781 0.3786
29 H -0.1638 -3.3365 -0.4754
30 H -2.4719 -4.4640 -0.5110
31 H -4.5801 -2.7340 0.7491
32 H -6.2457 -1.0696 0.0370
33 H -5.9323 0.1741 -2.0206
34 H 0.6056 -1.0534 -3.2644
35 H 2.4139 2.5411 -4.2926
36 H 2.5265 0.3596 -4.9476
37 H -0.7584 4.1477 -4.4364
38 H 0.6700 3.5901 -3.6479
39 H 1.6488 3.9111 -5.7670
40 H -0.6092 2.4180 -6.6767
41 H -2.3549 3.5299 -5.1055
42 H -2.2057 4.7715 -3.3066
43 H -2.1875 3.3347 -2.2915
44 H -4.6069 5.0528 -3.0220
45 H -3.7924 4.8968 -1.5123
46 H -4.6696 3.5143 -2.0819
47 C 5.8461 -0.2626 0.1794
48 C 4.6978 -0.3813 1.2001
49 C 4.6968 0.6176 2.3608
50 F 5.7851 0.4959 3.1385
51 F 3.6220 0.3908 3.1504
52 F 4.6414 -1.6514 1.6643
53 F 3.5481 -0.1703 0.4985
54 O 6.9483 -1.1534 0.3085
55 C 8.0125 -0.8657 1.1304
56 C 8.1523 -1.8899 2.2599
57 F 7.0456 -1.9197 3.0277
58 F 9.1943 -1.5500 3.0506
59 F 7.9494 0.3958 1.5927
60 F 9.1262 -0.9433 0.3703
61 H 5.4013 -0.5418 -0.7749
62 H 6.1742 0.7686 0.0534
63 H 4.6345 1.6433 1.9896
64 H 8.3209 -2.8877 1.8506
65 C -0.6306 -2.7569 6.1022
66 C -1.5737 -2.6553 4.8874
67 C -1.3242 -1.5188 3.8955
68 F -1.4633 -0.3067 4.4641
69 F -2.2248 -1.5914 2.8906
70 F -2.8551 -2.6309 5.3181
71 F -1.4200 -3.8136 4.1855
72 O -1.0805 -2.2334 7.3468
73 C -0.9094 -0.9080 7.6728
74 C -2.2488 -0.1908 7.8617
75 F -2.9869 -0.2361 6.7379
76 F -2.0255 1.1103 8.1577
77 F -0.1179 -0.2825 6.7857
78 F -0.2609 -0.8779 8.8586
79 H -0.5375 -3.8245 6.2942
80 H 0.3772 -2.4168 5.8637
81 H -0.3314 -1.5947 3.4617
82 H -2.8169 -0.6521 8.6718

Summary:
SMILES: [H]/N=C\Cc1c([PH2]=S)cc2c(c1[C@@H](I)CC)C(=O)c1cccc(C=C)c1C2=O.FC(F)C(F)(F)COC(F)(F)C(F)F.FC(F)C(F)(F)COC(F)(F)C(F)F
Charge: 0
Electronic energy: -113966.4614 eV
Spin multiplicity: 1
Strongest force on any atom: 2.00 eV/Å
Orbital gap: 0.3104 hartree

Atomic partial charges in e from the Mulliken method, atoms 1 to 2:
1 C -0.96
2 C -0.73

=====

Record 2
Computed, not measured: a cluster of 2 separate species, C2H9N3O in total, with ωB97M-V/def2-TZVPD.

Cartesian coordinates (Å):
1 C -0.5697 1.6027 0.2932
2 N 0.6961 1.0029 -0.0924
3 C 1.2634 -0.0547 0.4539
4 N 2.5991 -0.2645 0.2713
5 N 0.4652 -1.0015 0.9615
6 H -1.0161 0.9983 1.0700
7 H -1.2650 1.7314 -0.5369
8 H -0.3288 2.5918 0.7029
9 H 1.3101 1.5486 -0.6832
10 H 3.2010 0.5549 0.1769
11 H 2.9806 -0.8738 0.9844
12 H 0.8845 -1.9264 1.0236
13 H -3.4493 -1.6588 -0.8256
14 H -3.1975 -2.5527 -2.0192
15 O -3.5736 -1.6983 -1.7804

Summary:
Charge: +1
Electronic energy: -8729.3615 eV
⟨S²⟩: 0.7657
Spin multiplicity: 2
Strongest force on any atom: 1.73 eV/Å
Orbital gap (alpha / beta): 0.3856 / 0.2284 hartree
Relative energy (zero: lowest compared OMol25 entry of this formula, charge and spin): 11.3 kcal per mole

Atomic partial charges in e from the Mulliken method, atoms 1 to 2:
1 C -0.73
2 N -0.12

=====

Record 3
Computed, not measured: a structure of composition C42H53Cl2IrNOP2SSb2, with ωB97M-V/def2-TZVPD.

Cartesian coordinates (Å):
1 Ir -0.2175 -0.6116 0.7070
2 C 1.8957 -3.2092 2.4014
3 N 0.5421 -3.1079 1.7832
4 P -0.6101 -2.0612 2.5492
5 C -2.1443 -2.9682 2.6942
6 C -3.3033 -2.2134 2.8578
7 C -4.5189 -2.8426 3.0720
8 C -4.5743 -4.2310 3.1192
9 C -3.4228 -4.9844 2.9394
10 C -2.2026 -4.3573 2.7225
11 C -0.0696 -1.7712 4.2219
12 C 0.1293 -0.4700 4.6829
13 C 0.4976 -0.2495 6.0028
14 C 0.6755 -1.3287 6.8553
15 C 0.4570 -2.6287 6.4055
16 C 0.0681 -2.8544 5.0975
17 P 0.4039 -2.8980 0.0574
18 C 1.6463 -3.9966 -0.6088
19 C 2.3929 -3.6083 -1.7197
20 C 3.3063 -4.4891 -2.2827
21 C 3.4950 -5.7410 -1.7186
22 C 2.7584 -6.1296 -0.6023
23 C 1.8316 -5.2664 -0.0454
24 C -1.2013 -3.5877 -0.3989
25 C -1.3615 -4.9364 -0.7302
26 C -2.6195 -5.4385 -1.0288
27 C -3.7281 -4.6031 -1.0158
28 C -3.5773 -3.2500 -0.7330
29 C -2.3186 -2.7523 -0.4458
30 H 1.8286 -3.8166 3.3002
31 H 2.2905 -2.2346 2.6806
32 H 2.5777 -3.6885 1.7080
33 H -3.2409 -1.1322 2.8319
34 H -5.4216 -2.2609 3.2077
35 H -5.5167 -4.7276 3.3101
36 H -3.4725 -6.0650 2.9772
37 H -1.3065 -4.9510 2.5819
38 H -0.0122 0.3756 4.0174
39 H 0.6405 0.7593 6.3670
40 H 0.9699 -1.1599 7.8827
41 H 0.5770 -3.4639 7.0827
42 H -0.1420 -3.8655 4.7676
43 H 2.2766 -2.6193 -2.1412
44 H 3.8752 -4.1958 -3.1550
45 H 4.2245 -6.4187 -2.1418
46 H 2.9066 -7.1092 -0.1677
47 H 1.2570 -5.5797 0.8184
48 H -0.5122 -5.6038 -0.7595
49 H -2.7315 -6.4852 -1.2797
50 H -4.7084 -5.0002 -1.2461
51 H -4.4404 -2.5958 -0.7497
52 H -2.2123 -1.6826 -0.2521
53 C -2.5500 -0.5595 -3.3712
54 Sb -0.6952 0.3492 -2.9278
55 C 0.5758 -1.1657 -3.6740
56 C -0.5624 1.7283 -4.7399
57 C -1.5522 2.7837 -4.8334
58 C -2.8304 2.4801 -5.3423
59 C -3.7866 3.4557 -5.4884
60 C -3.4984 4.7751 -5.1093
61 C -2.2541 5.0956 -4.5923
62 C -1.2628 4.1285 -4.4600
63 C 0.0710 4.5301 -3.9871
64 Sb 0.4106 4.1908 -1.8282
65 C 2.4189 4.8140 -1.6521
66 C -0.5704 5.8601 -0.9796
67 H -3.3789 0.1161 -3.1711
68 H -2.6495 -1.4591 -2.7658
69 H -2.5293 -0.8340 -4.4272
70 H 0.3424 -1.3065 -4.7314
71 H 0.3666 -2.0875 -3.1346
72 H 1.6216 -0.8859 -3.5633
73 H -0.7430 0.9240 -5.4613
74 H 0.4787 2.0362 -4.7432
75 H -3.0446 1.4678 -5.6646
76 H -4.7515 3.2137 -5.9137
77 H -4.2421 5.5498 -5.2449
78 H -2.0310 6.1245 -4.3356
79 H 0.2306 5.6118 -3.9999
80 H 0.9171 4.0106 -4.4315
81 H 2.4734 5.7916 -2.1374
82 H 3.0941 4.1164 -2.1408
83 H 2.6781 4.9232 -0.6006
84 H -0.1226 6.7375 -1.4518
85 H -0.3841 5.8948 0.0923
86 H -1.6401 5.8249 -1.1717
87 O -1.3765 1.1408 0.2833
88 S -2.5213 2.0503 0.7840
89 C -2.4307 2.2066 2.5988
90 C -3.7482 1.6832 3.1894
91 C -4.7738 1.6747 2.0503
92 C -4.0440 1.0967 0.8386
93 H -2.2878 3.2679 2.7996
94 H -1.5361 1.6679 2.9155
95 H -4.0757 2.3128 4.0142
96 H -3.6153 0.6796 3.5853
97 H -5.1084 2.6919 1.8327
98 H -5.6605 1.0911 2.2913
99 H -4.5788 1.2158 -0.1023
100 H -3.7501 0.0510 0.9782
101 Cl 2.2280 0.8176 -0.7361
102 C 3.1106 0.7139 0.7988
103 Cl 1.9442 0.3436 2.1080
104 H 3.5737 1.6694 1.0104
105 H 3.8366 -0.0878 0.7399

Summary:
Charge: +4
Electronic energy: -118282.3400 eV
⟨S²⟩: 8.7880
Spin multiplicity: 6
Strongest force on any atom: 1.33 eV/Å
Orbital gap (alpha / beta): 0.2723 / 0.1663 hartree
Relative energy (zero: lowest compared OMol25 entry of this formula, charge and spin): 12.9 kcal per mole

Atomic partial charges in e from the Mulliken method, atoms 1 to 2:
1 Ir 3.39
2 C -1.03

=====

Record 4
Computed, not measured: a cluster of 5 separate species, C29H62N6O5Si in total, with ωB97M-V/def2-TZVPD.

Cartesian coordinates (Å):
1 C 2.0247 1.7487 5.3409
2 Si 2.0708 0.2877 6.5376
3 C 1.4262 0.8353 8.2389
4 C 3.9126 -0.1252 6.7893
5 O 1.3693 -1.1350 5.9615
6 C 0.1332 -0.9713 5.2675
7 C 0.2881 -1.6806 3.8911
8 C 1.4655 -1.0958 3.0932
9 C 2.6459 -1.7787 3.0170
10 C 3.7194 -1.1958 2.2460
11 C 3.5406 0.0020 1.6182
12 C 2.3261 0.7555 1.7151
13 N 2.2678 1.9652 1.0737
14 C 1.1077 2.5437 1.2954
15 C 0.0232 1.9972 2.0524
16 N 0.0728 0.8164 2.6285
17 C 1.2751 0.1872 2.4694
18 H 1.0161 1.9599 4.9487
19 H 2.2976 2.6435 5.9387
20 H 2.7851 1.6901 4.5435
21 H 2.1025 0.3846 8.9872
22 H 0.3718 0.5873 8.4258
23 H 1.6175 1.9236 8.3028
24 H 4.4560 0.6836 7.2967
25 H 4.3135 -0.2802 5.7682
26 H 3.9577 -1.0918 7.3180
27 H -0.6695 -1.5253 5.7964
28 H -0.2144 0.0707 5.1767
29 H 0.5981 -2.7122 4.1403
30 H -0.6414 -1.6951 3.3038
31 H 2.7842 -2.7417 3.5161
32 H 4.6761 -1.7218 2.1652
33 H 4.3751 0.3870 1.0201
34 H 0.9584 3.5393 0.8538
35 H -0.9048 2.5729 2.1464
36 C -2.5468 0.7049 -1.5991
37 C -2.1721 0.1792 -0.2184
38 C -1.9715 -1.3446 -0.1754
39 O -3.1742 -2.0949 -0.1603
40 C -3.7544 -2.3144 -1.4336
41 N -3.1769 0.6204 0.7536
42 H -3.5830 0.4917 -1.8643
43 H -2.4261 1.7884 -1.6329
44 H -1.9014 0.2762 -2.3690
45 H -1.2161 0.6396 0.0477
46 H -1.4649 -1.5897 0.7634
47 H -1.3127 -1.6855 -0.9845
48 H -2.9979 -2.4415 -2.2132
49 H -4.4286 -1.4940 -1.6895
50 H -4.3502 -3.2261 -1.3764
51 H -2.8728 0.3444 1.6849
52 H -4.0151 0.0651 0.5987
53 C 1.0334 5.5230 -4.8720
54 C -0.3970 5.3664 -4.3652
55 C -0.5503 4.2742 -3.2929
56 O -0.5557 2.9516 -3.7991
57 C 0.7314 2.4001 -4.0269
58 N -1.2840 5.1358 -5.5090
59 H 1.3261 4.7177 -5.5463
60 H 1.1363 6.4566 -5.4269
61 H 1.7439 5.5501 -4.0423
62 H -0.6797 6.3163 -3.9006
63 H -1.5267 4.4061 -2.8166
64 H 0.2017 4.3817 -2.5000
65 H 1.4611 2.7405 -3.2868
66 H 1.0787 2.6379 -5.0350
67 H 0.6461 1.3152 -3.9556
68 H -2.2462 5.1215 -5.1809
69 H -1.1245 4.1838 -5.8306
70 C 7.5212 3.0406 -1.8165
71 C 6.3320 2.2158 -1.3343
72 C 5.5068 1.6009 -2.4796
73 O 4.6411 2.5125 -3.1362
74 C 5.2543 3.2968 -4.1435
75 N 5.5045 3.0429 -0.4534
76 H 7.2204 4.0089 -2.2172
77 H 8.2040 3.2366 -0.9887
78 H 8.0815 2.5092 -2.5896
79 H 6.7346 1.3854 -0.7447
80 H 4.8506 0.8389 -2.0486
81 H 6.1492 1.0865 -3.2060
82 H 6.0304 2.7415 -4.6778
83 H 5.6718 4.2123 -3.7182
84 H 4.4820 3.5864 -4.8573
85 H 4.7616 2.4655 -0.0647
86 H 5.0075 3.7075 -1.0418
87 C -6.7052 -5.2641 -1.1710
88 C -7.5624 -6.4442 -0.7250
89 C -6.9219 -7.8119 -1.0181
90 O -7.0103 -8.2233 -2.3713
91 C -6.0101 -7.6924 -3.2215
92 N -8.8906 -6.3232 -1.3331
93 H -6.7222 -5.1212 -2.2520
94 H -7.0728 -4.3400 -0.7225
95 H -5.6660 -5.3933 -0.8589
96 H -7.6760 -6.3675 0.3607
97 H -7.4702 -8.5682 -0.4492
98 H -5.8820 -7.8510 -0.6693
99 H -5.0518 -7.5829 -2.7060
100 H -6.3265 -6.7323 -3.6358
101 H -5.8787 -8.3841 -4.0540
102 H -9.4885 -7.0587 -0.9654
103 H -8.7969 -6.5585 -2.3185

Summary:
SMILES: C[Si](C)(C)OCCc1cccc2nccnc12.COC[C@@H](C)N.COC[C@@H](C)N.COC[C@@H](C)N.COC[C@@H](C)N
Charge: 0
Electronic energy: -58133.9602 eV
Spin multiplicity: 1
Strongest force on any atom: 1.82 eV/Å
Orbital gap: 0.3192 hartree
Relative energy (zero: lowest compared OMol25 entry of this formula, charge and spin): 11.8 kcal per mole

Atomic partial charges in e from the Mulliken method, atoms 1 to 2:
1 C -0.85
2 Si 0.61

=====

> Among the records above, which one has the lowest electronic energy?

C42H53Cl2IrNOP2SSb2